[1]
Molecular formula: C19H46BrNO2P
Method: DFT, ωB97M-V with the def2-TZVPD basis set

XYZ file:
```
70
Properties=species:S:1:pos:R:3:forces:R:3:lowdin_charge:R:1
C 1.039 -0.440 -0.012 -0.61 -0.64 0.01 -0.07
C -0.435 -0.891 -0.336 0.44 -0.26 -0.80 -0.30
C -1.096 -0.036 -1.496 0.08 0.29 0.99 -0.41
C -1.422 1.456 -1.117 -0.21 0.43 0.29 -0.07
P -2.613 -0.970 -2.134 0.49 0.95 -0.88 0.65
N -2.146 -1.703 -3.650 -0.57 1.54 1.57 -0.08
Br -3.164 -2.616 -0.705 0.24 1.17 -1.29 0.60
O -3.832 0.105 -2.405 1.92 -2.89 0.84 -0.27
C -5.162 -0.485 -2.453 -2.54 0.97 -0.67 -0.19
C -6.075 0.102 -1.317 0.95 -0.71 0.88 -0.38
C -5.688 -0.386 0.115 -0.56 0.23 0.35 -0.08
O -5.950 1.524 -1.344 -0.07 -0.61 -0.46 -0.03
H 1.732 -0.989 -0.692 -0.42 0.68 0.38 0.06
H 1.263 -0.814 1.012 0.01 0.59 -0.63 0.08
H 1.187 0.658 -0.099 -0.04 -0.78 0.23 0.08
H -0.349 -1.938 -0.728 -0.12 0.69 0.43 0.08
H -1.089 -0.958 0.558 0.40 0.40 -0.52 0.08
H -0.334 -0.003 -2.316 -0.93 -0.30 0.23 0.12
H -2.270 1.897 -1.687 0.56 -0.49 0.25 0.08
H -1.676 1.591 -0.037 0.20 -0.40 -0.76 0.08
H -0.550 2.121 -1.319 -0.49 -0.73 0.12 0.09
H -1.119 -1.697 -3.643 -0.23 -0.47 0.02 0.06
H -2.379 -0.985 -4.350 -0.22 -0.42 -0.04 0.08
H -5.188 -1.593 -2.502 0.31 0.64 0.33 0.10
H -5.625 -0.124 -3.405 0.64 -0.23 0.61 0.14
H -7.125 -0.219 -1.510 0.73 0.12 -0.17 0.16
H -6.356 0.161 0.825 0.54 -0.40 -0.48 0.09
H -4.646 -0.136 0.414 -0.62 -0.08 -0.42 0.06
H -5.872 -1.467 0.295 0.15 0.60 -0.33 0.07
H -6.792 1.893 -1.063 0.02 0.15 0.01 0.10
C -2.634 4.211 4.780 -0.06 -0.07 0.10 -0.11
C -1.554 3.303 5.358 0.04 0.12 -0.08 -0.27
C -0.440 2.980 4.362 0.08 -0.10 0.10 -0.22
C -0.886 2.212 3.116 -0.11 0.15 -0.14 -0.24
C -1.581 0.880 3.379 0.13 -0.08 0.00 -0.27
C -0.686 -0.137 4.077 -0.16 -0.12 -0.01 -0.10
H -3.149 3.742 3.938 0.00 0.04 0.00 0.06
H -3.384 4.438 5.540 -0.01 0.04 -0.07 0.07
H -2.206 5.156 4.438 -0.03 -0.03 -0.03 0.08
H -2.010 2.383 5.735 0.04 -0.01 0.00 0.10
H -1.108 3.801 6.223 0.00 -0.08 -0.01 0.11
H 0.340 2.413 4.879 0.00 0.01 -0.04 0.10
H 0.032 3.914 4.041 -0.02 -0.02 0.01 0.11
H -0.008 2.032 2.483 0.00 0.00 0.03 0.10
H -1.558 2.843 2.524 0.03 0.04 0.01 0.10
H -1.899 0.464 2.415 -0.07 0.01 0.02 0.08
H -2.492 1.026 3.964 0.00 0.06 -0.03 0.10
H 0.213 -0.334 3.487 0.03 0.03 0.06 0.06
H -1.216 -1.082 4.208 0.08 0.00 0.04 0.07
H -0.379 0.207 5.065 0.03 -0.01 -0.04 0.07
C 3.657 -0.472 -3.089 -0.06 -0.09 0.06 -0.11
C 4.388 -0.883 -1.815 0.01 0.15 -0.02 -0.28
C 5.910 -0.837 -1.951 0.07 -0.06 0.09 -0.22
C 6.498 -1.791 -2.993 -0.08 -0.01 -0.11 -0.23
C 6.158 -3.268 -2.786 0.16 0.03 0.01 -0.27
C 6.697 -3.834 -1.477 -0.13 -0.10 -0.02 -0.11
H 3.878 -1.148 -3.917 -0.01 0.04 0.00 0.07
H 2.575 -0.489 -2.928 -0.02 0.04 -0.07 0.04
H 3.937 0.541 -3.388 0.00 -0.04 -0.03 0.08
H 4.061 -1.881 -1.508 0.06 -0.01 0.00 0.10
H 4.093 -0.202 -1.010 0.03 -0.05 0.02 0.10
H 6.356 -1.044 -0.974 -0.01 0.00 -0.03 0.10
H 6.213 0.183 -2.207 -0.04 -0.01 0.01 0.11
H 7.586 -1.675 -2.992 -0.04 -0.01 0.01 0.11
H 6.167 -1.492 -3.992 0.02 0.02 0.02 0.10
H 6.586 -3.840 -3.615 -0.06 0.03 0.00 0.11
H 5.076 -3.422 -2.836 0.00 0.02 -0.02 0.10
H 7.783 -3.729 -1.426 -0.03 0.02 0.03 0.08
H 6.457 -4.896 -1.397 0.05 0.03 0.05 0.07
H 6.262 -3.332 -0.610 0.05 -0.01 0.00 0.06
```
Positions in Å, forces in eV/Å.

Results
M (g mol⁻¹): 431.460
Frontier orbital gap (eV): 8.71
E (Ha): -3871.9187
LUMO level (eV): -4.02
HOMO energy (eV): -12.728
Net charge: +1

---

[2]
Molecular formula: C19H46Cl7N2NaO9
Method: DFT, ωB97M-V with the def2-TZVPD basis set

XYZ file:
```
84
Properties=species:S:1:pos:R:3:forces:R:3:lowdin_charge:R:1
Na 1.780 -2.096 3.388 0.63 0.00 0.30 0.62
Cl 0.280 -1.181 1.432 2.60 0.38 -0.26 0.72
O 1.658 -1.446 1.161 1.49 0.38 0.21 -0.41
O -0.254 -0.186 0.571 10.72 -2.79 6.37 -0.50
O -0.286 -2.423 1.163 -2.79 0.21 0.87 -0.37
O 0.114 -0.779 2.790 -0.64 0.05 1.45 -0.30
Cl -2.645 -3.894 3.116 1.46 0.03 0.04 0.55
C -0.811 -4.058 3.143 -0.35 -1.39 -0.07 -0.60
C -0.401 -5.561 3.084 -0.35 0.79 0.37 -0.62
Cl -0.787 -6.473 4.598 0.08 0.32 -0.49 0.51
H -0.431 -3.472 3.979 -0.28 -0.51 0.68 0.06
H -0.402 -3.534 2.279 -0.75 -1.17 0.50 0.00
H 0.663 -5.710 2.903 0.10 0.33 0.20 0.06
H -0.895 -6.045 2.242 -0.27 0.08 0.25 0.07
Cl 0.405 1.196 -3.942 -5.85 -3.28 -4.64 0.82
C -0.205 1.000 -2.288 0.70 -0.18 0.27 -0.47
C -0.491 -0.467 -2.015 2.03 -0.47 -2.86 -0.56
Cl 0.767 -1.499 -2.741 -0.22 0.13 -3.26 0.82
H -1.047 1.672 -2.121 -0.15 -0.44 -0.43 0.11
H 0.639 1.372 -1.707 -1.31 -0.41 0.47 0.07
H -1.474 -0.595 -2.468 3.63 0.81 -0.07 0.02
H -0.602 -0.755 -0.969 2.02 -2.59 -3.11 0.04
Cl 2.541 0.911 2.218 1.06 0.92 1.20 0.69
C 1.191 1.722 1.407 0.20 0.16 0.30 -0.62
C 1.433 3.251 1.274 0.14 -1.26 -0.76 -0.47
Cl 2.964 3.371 0.247 -1.10 0.86 1.27 0.63
H 0.317 1.303 1.905 0.42 1.47 0.88 0.04
H 1.061 1.127 0.503 0.86 1.53 -0.55 0.04
H 1.536 3.822 2.196 0.41 -0.46 0.04 0.08
H 0.622 3.721 0.719 0.11 -0.19 -0.24 0.07
C -0.412 -3.356 -1.057 2.05 -1.04 -1.54 -0.20
O -1.620 -2.754 -0.871 0.12 -1.79 1.96 -0.17
H -0.575 -4.241 -1.672 0.35 -0.41 0.54 0.11
H 0.103 -2.634 -1.690 -0.18 -2.34 1.10 -0.11
H 0.200 -3.348 -0.155 -0.09 -1.94 -0.98 0.07
H -1.386 -2.020 -0.298 -0.96 -0.36 0.06 0.04
C 1.746 3.437 -3.190 1.16 0.05 0.57 -0.11
O 1.683 2.092 -2.725 5.74 6.63 4.22 -0.63
C 2.924 1.601 -2.330 0.56 0.20 0.49 -0.26
C 2.707 0.218 -1.816 0.60 -0.02 -2.91 -0.33
N 3.975 -0.430 -1.664 -0.09 0.94 1.16 -0.01
C 4.489 -0.215 -0.279 -0.29 -2.81 -1.29 -0.18
C 5.444 -1.382 -0.006 0.42 1.01 1.59 -0.21
O 4.870 -2.670 -0.080 0.74 -0.53 -1.54 -0.17
C 3.989 -3.048 0.942 0.11 0.49 -0.38 -0.10
H 2.266 3.385 -4.147 -0.39 0.49 -0.44 0.09
H 2.353 4.053 -2.527 0.33 -0.13 0.16 0.06
H 0.790 3.961 -3.182 -0.26 -0.69 -0.50 0.09
H 3.408 2.127 -1.507 0.14 0.58 -0.75 0.01
H 3.530 1.602 -3.236 0.62 -0.35 0.14 0.14
H 2.310 -0.325 -2.674 0.29 1.06 0.43 0.00
H 1.952 0.054 -1.047 0.36 0.37 0.61 0.09
H 3.659 -1.356 -1.915 1.34 -0.92 0.96 0.10
H 3.651 -0.336 0.408 0.14 0.39 0.13 0.03
H 4.973 0.753 -0.150 -0.03 -0.06 -0.15 0.12
H 5.847 -1.254 0.999 -0.15 0.05 0.70 0.11
H 6.376 -1.271 -0.560 -0.40 -0.69 -0.88 0.13
H 3.892 -4.129 1.049 0.54 -0.16 -0.37 0.09
H 2.993 -2.678 0.700 0.38 -0.04 0.48 0.06
H 4.453 -2.655 1.846 -0.57 0.16 0.77 0.09
C -2.960 -1.099 -1.778 -4.22 -0.11 -0.50 -0.11
O -2.883 0.116 -1.095 0.70 2.16 0.33 -0.10
C -1.717 0.350 -0.240 -7.16 3.13 -1.33 -0.30
C -1.745 1.738 0.438 -0.82 -0.83 0.41 -0.16
N -3.058 1.883 0.993 0.02 1.37 0.05 -0.03
C -3.339 3.313 1.332 -1.09 -1.72 0.03 -0.17
C -4.853 3.334 1.594 -0.24 0.65 -1.17 -0.19
O -5.467 3.013 0.315 2.40 -1.15 -0.09 -0.22
C -6.805 3.371 0.283 0.68 0.55 1.56 -0.12
H -3.941 -1.116 -2.252 -0.30 0.21 0.05 0.11
H -2.851 -1.994 -1.166 -1.52 1.40 -0.73 0.07
H -2.242 -1.154 -2.597 -3.17 -2.06 -0.40 0.07
H -0.767 0.258 -0.766 -3.68 3.73 0.78 0.00
H -1.627 -0.420 0.526 -5.02 0.36 -1.18 0.12
H -1.560 2.582 -0.227 0.45 -0.03 -0.64 0.12
H -1.009 1.772 1.242 -0.47 0.15 -0.41 0.09
H -3.571 1.570 0.181 -1.38 0.33 0.24 0.09
H -3.125 4.044 0.552 0.11 -0.10 -0.49 0.11
H -2.679 3.556 2.164 -0.42 0.11 0.40 0.11
H -5.286 4.302 1.849 0.50 0.50 0.29 0.10
H -5.160 2.662 2.395 0.05 -0.47 -0.16 0.12
H -6.727 4.447 0.439 -1.24 0.48 -0.31 0.08
H -7.145 2.922 1.216 -1.52 0.00 -0.24 0.09
H -7.316 3.075 -0.633 0.19 -0.07 0.24 0.10
```
Positions in Å, forces in eV/Å.

Results
M (g mol⁻¹): 717.743
Frontier orbital gap (eV): 5.85
E (Ha): -4920.6859
LUMO level (eV): -1.57
HOMO energy (eV): -7.422

---

[3]
Molecular formula: C19H46CoF3N4Si2Te
Method: DFT, ωB97M-V with the def2-TZVPD basis set

XYZ file:
```
76
Properties=species:S:1:pos:R:3:forces:R:3:lowdin_charge:R:1
Co -1.096 0.447 -1.434 0.03 -0.31 -1.18 0.59
C -3.443 2.206 -3.517 0.01 -0.06 0.00 -0.16
C -2.002 2.266 -4.000 -0.04 -0.04 0.00 -0.18
N -1.145 1.142 -3.535 0.26 0.03 0.24 -0.08
C -1.283 -0.025 -4.417 -0.06 0.03 -0.07 -0.18
C -0.536 -1.185 -3.818 0.17 -0.01 0.07 -0.18
N -1.101 -1.432 -2.486 -0.32 -0.03 0.41 -0.11
C -0.493 -2.592 -1.799 0.11 0.04 -0.02 -0.18
C -1.420 -3.159 -0.739 -0.04 -0.01 0.00 -0.16
C -1.486 -2.320 0.527 -0.12 -0.05 -0.03 -0.24
N -1.933 -0.934 0.302 0.21 0.32 0.09 -0.10
C -3.395 -0.828 0.246 -0.05 -0.03 -0.01 -0.19
C -3.784 0.570 -0.167 0.06 0.14 0.07 -0.18
N -3.217 0.846 -1.491 -0.12 0.09 0.01 -0.11
C -3.575 2.183 -2.003 0.03 -0.01 -0.01 -0.18
H -3.980 1.348 -3.942 0.04 -0.01 0.01 0.11
H -3.957 3.083 -3.912 0.04 0.05 0.02 0.13
H -1.559 3.185 -3.638 0.03 0.06 0.00 0.11
H -1.976 2.300 -5.094 -0.02 -0.04 0.00 0.13
H -0.186 1.474 -3.598 0.01 0.03 -0.13 0.13
H -0.939 0.192 -5.431 0.05 0.01 -0.02 0.13
H -2.345 -0.276 -4.494 -0.01 0.02 0.01 0.12
H 0.522 -0.933 -3.700 0.00 -0.02 0.01 0.14
H -0.590 -2.074 -4.452 -0.04 -0.01 -0.03 0.13
H -2.087 -1.655 -2.609 0.02 -0.07 -0.10 0.12
H 0.450 -2.272 -1.344 0.01 0.02 -0.03 0.11
H -0.253 -3.362 -2.539 -0.02 -0.03 0.01 0.13
H -1.066 -4.151 -0.455 0.04 0.01 -0.01 0.13
H -2.413 -3.324 -1.174 0.00 0.05 0.03 0.11
H -0.494 -2.280 0.969 0.07 -0.03 0.00 0.02
H -2.132 -2.813 1.262 -0.04 0.02 -0.02 0.13
H -1.611 -0.378 1.091 0.03 0.01 0.02 0.04
H -3.859 -1.090 1.201 0.02 0.00 0.02 0.13
H -3.769 -1.548 -0.490 0.01 0.02 0.00 0.12
H -3.367 1.298 0.535 0.01 0.01 0.00 0.13
H -4.871 0.698 -0.162 -0.03 -0.05 0.01 0.13
H -3.624 0.178 -2.142 -0.07 -0.04 0.06 0.12
H -2.911 2.919 -1.546 -0.03 0.01 0.02 0.12
H -4.599 2.431 -1.708 -0.03 -0.01 -0.05 0.13
F -0.684 2.833 0.138 0.07 -0.21 0.02 0.02
C -0.219 2.169 -0.969 -0.39 0.21 0.57 -0.54
F 1.129 2.034 -0.770 -0.12 -0.02 -0.20 -0.01
F -0.288 3.133 -1.953 0.07 -0.06 0.05 0.01
C -1.003 1.843 3.316 0.05 -0.03 0.09 -0.19
Si 0.820 2.007 3.770 -0.04 0.09 0.03 0.39
C 1.215 3.776 4.247 -0.05 -0.09 0.00 -0.17
C 1.226 0.827 5.168 -0.01 0.05 -0.04 -0.18
C 1.878 1.566 2.268 0.04 -0.02 0.04 -0.57
Te 1.287 -0.286 1.411 0.12 -0.08 0.14 1.29
C 3.044 -0.672 0.238 -0.01 0.12 -0.07 -0.57
Si 4.136 -2.005 1.004 0.07 -0.04 0.04 0.39
C 5.655 -2.249 -0.072 -0.07 0.01 0.01 -0.18
C 4.641 -1.476 2.729 -0.01 -0.05 -0.05 -0.18
C 3.115 -3.586 1.043 0.05 0.05 0.01 -0.19
H -1.628 2.088 4.179 0.02 0.01 -0.04 0.04
H -1.252 0.814 3.031 0.03 0.01 0.02 0.00
H -1.276 2.506 2.493 0.02 -0.01 0.02 0.02
H 0.661 4.082 5.138 0.01 -0.03 -0.04 0.04
H 0.964 4.471 3.442 0.01 -0.04 0.02 0.03
H 2.280 3.889 4.467 -0.03 -0.01 -0.01 0.04
H 0.631 1.054 6.057 0.02 0.01 -0.04 0.04
H 2.280 0.899 5.448 -0.03 0.01 -0.01 0.04
H 1.026 -0.211 4.890 0.00 0.02 -0.01 0.02
H 2.919 1.452 2.584 -0.03 -0.01 -0.02 0.02
H 1.824 2.321 1.487 0.01 0.03 0.03 0.00
H 3.530 0.302 0.144 0.04 -0.05 0.03 0.02
H 2.710 -0.946 -0.766 0.01 -0.02 0.03 -0.01
H 6.231 -1.324 -0.159 -0.02 -0.02 0.02 0.03
H 5.387 -2.569 -1.082 -0.01 0.01 0.03 0.03
H 6.316 -3.010 0.350 -0.04 0.03 0.00 0.03
H 5.224 -0.551 2.705 -0.02 -0.03 -0.02 0.04
H 5.261 -2.242 3.201 -0.01 0.03 -0.03 0.04
H 3.772 -1.315 3.373 0.00 0.00 -0.03 0.01
H 2.703 -3.807 0.053 0.02 0.01 0.03 0.02
H 2.287 -3.508 1.753 0.02 0.01 -0.03 0.01
H 3.723 -4.445 1.340 -0.01 0.04 0.00 0.03
```
Positions in Å, forces in eV/Å.

Results
Spin multiplicity: 2
M (g mol⁻¹): 630.304
ΔE to the lowest compared entry with this formula, charge and spin (kJ/mol): 0.00
Frontier orbital gap (alpha / beta) (eV): 7.06 / 7.61
E (Ha): -3499.8108
LUMO level (alpha / beta) (eV): -2.94 / -2.38
HOMO energy (alpha / beta) (eV): -9.997 / -9.997
Net charge: +1

---

Q: What is the M in the third record?
A: 630.304 g mol⁻¹

---

Q: Which value of M does entry 1 give?
A: 431.460 g mol⁻¹